Record 1
Entry from the Open Molecules 2025 dataset: C54H67N3P2PdSbSi3 as an isolated structure in a non-equilibrium geometry (ωB97M-V with the def2-TZVPD basis set).

The calculation puts the LUMO energy (spin up / spin down) at -3.20 / -3.19 eV. Its total charge is +1. The value obtained for the HOMO energy (spin up / spin down) is -9.169 / -9.179 eV. The total energy comes out at -4181.41045 Ha.

Atoms and positions in Å:
Pd 0.116 0.184 -0.356
C -0.479 4.401 1.780
Sb -0.321 2.233 1.685
C 0.073 2.526 -0.468
C -0.912 2.288 -1.469
C -1.186 3.109 -2.588
C -2.232 2.775 -3.406
C -2.977 1.610 -3.151
C -2.613 0.817 -2.094
N -1.617 1.154 -1.261
Si 1.759 3.318 -0.816
C 1.573 5.061 -1.479
C 2.775 3.414 0.749
C 2.669 2.302 -2.112
C -2.364 1.809 2.525
C -2.620 0.361 2.211
C -3.667 -0.355 2.817
C -3.860 -1.688 2.530
C -2.995 -2.316 1.640
C -1.975 -1.559 1.110
N -1.782 -0.264 1.379
Si -2.016 1.931 4.419
C -3.577 1.936 5.471
C -1.063 3.459 4.942
C -0.973 0.445 4.900
Si -3.794 2.911 1.887
C -3.883 4.562 2.767
C -5.470 2.096 2.136
C -3.676 3.193 0.042
H 0.494 4.819 1.532
H -0.775 4.762 2.759
H -1.200 4.729 1.031
H -0.602 4.004 -2.746
H -2.494 3.412 -4.242
H -3.830 1.343 -3.758
H -3.152 -0.092 -1.857
H 1.003 5.698 -0.801
H 1.092 5.090 -2.458
H 2.567 5.501 -1.594
H 2.416 4.196 1.421
H 3.810 3.650 0.493
H 2.782 2.479 1.300
H 2.343 2.553 -3.125
H 2.467 1.240 -1.959
H 3.748 2.464 -2.064
H -4.329 0.146 3.504
H -4.670 -2.235 2.995
H -3.107 -3.359 1.377
H -1.255 -2.003 0.434
H -4.370 2.559 5.054
H -3.323 2.351 6.450
H -3.981 0.938 5.643
H -1.596 4.386 4.727
H -0.068 3.520 4.499
H -0.937 3.399 6.026
H -1.488 -0.499 4.713
H -0.739 0.490 5.967
H -0.028 0.436 4.352
H -3.967 4.449 3.850
H -4.784 5.079 2.427
H -3.038 5.211 2.559
H -5.711 1.903 3.182
H -5.553 1.155 1.590
H -6.237 2.770 1.746
H -2.744 3.669 -0.265
H -4.501 3.836 -0.276
H -3.768 2.246 -0.495
C 0.825 -3.100 -1.466
N 2.259 -2.938 -1.474
C 2.861 -1.677 -1.116
P 2.072 -0.860 0.353
C 3.468 -0.038 1.175
C 4.612 0.367 0.495
C 5.641 0.997 1.180
C 5.532 1.228 2.543
C 4.384 0.840 3.223
C 3.353 0.215 2.543
C 1.718 -2.223 1.491
C 0.594 -2.128 2.308
C 0.309 -3.134 3.220
C 1.143 -4.238 3.311
C 2.268 -4.334 2.498
C 2.561 -3.329 1.590
C 3.065 -3.939 -2.036
C 4.249 -3.621 -2.704
C 5.043 -4.624 -3.241
C 4.668 -5.955 -3.141
C 3.488 -6.274 -2.485
C 2.696 -5.282 -1.928
P -0.109 -1.594 -2.037
C -1.670 -2.378 -2.569
C -2.260 -3.386 -1.804
C -3.461 -3.956 -2.197
C -4.092 -3.524 -3.355
C -3.504 -2.535 -4.130
C -2.300 -1.966 -3.743
C 0.669 -1.171 -3.617
C 0.590 0.147 -4.064
C 1.118 0.499 -5.297
C 1.743 -0.462 -6.079
C 1.830 -1.775 -5.635
C 1.287 -2.135 -4.411
H 0.443 -3.329 -0.462
H 0.556 -3.934 -2.114
H 2.838 -0.945 -1.936
H 3.907 -1.858 -0.869
H 4.705 0.209 -0.572
H 6.529 1.308 0.646
H 6.343 1.705 3.077
H 4.291 1.025 4.285
H 2.456 -0.077 3.077
H -0.058 -1.264 2.227
H -0.566 -3.058 3.854
H 0.924 -5.026 4.019
H 2.921 -5.193 2.574
H 3.445 -3.413 0.970
H 4.543 -2.587 -2.833
H 5.956 -4.355 -3.756
H 5.287 -6.732 -3.567
H 3.185 -7.309 -2.387
H 1.800 -5.557 -1.386
H -1.780 -3.748 -0.903
H -3.902 -4.744 -1.600
H -5.032 -3.964 -3.657
H -3.978 -2.210 -5.047
H -1.844 -1.206 -4.365
H 0.114 0.897 -3.443
H 1.048 1.520 -5.648
H 2.162 -0.185 -7.038
H 2.321 -2.524 -6.242
H 1.349 -3.166 -4.087


Record 2
Entry from the Open Molecules 2025 dataset: C54H86Br26ClN3O4S as an isolated structure in a non-equilibrium geometry (ωB97M-V with the def2-TZVPD basis set).

The calculation puts the LUMO energy at -0.80 eV. Its total charge is 0. The value obtained for the HOMO energy is -7.186 eV. The total energy comes out at -70356.40411 Ha.

Atoms and positions in Å:
C 1.343 0.369 1.126
C 0.484 0.755 -0.180
C 1.218 2.035 -0.873
C -1.042 1.177 0.107
C -1.915 0.063 0.897
C -1.558 -1.452 0.452
C -3.485 0.417 0.584
O -4.222 -0.817 0.792
C -5.649 -0.635 0.678
C -6.135 0.145 -0.635
N -6.377 0.946 -1.521
C -6.184 0.064 2.064
C -7.332 1.173 1.802
O -8.583 0.912 1.901
C -7.002 2.721 1.444
C -5.649 3.435 1.782
C -5.352 4.952 1.430
C -6.499 5.834 0.714
C -7.864 5.108 0.411
C -8.133 3.582 0.744
C -6.273 -2.148 0.554
C -7.876 -1.978 0.794
N -9.091 -1.900 0.832
C -5.763 -3.152 1.705
C -4.605 -4.178 1.262
C -5.256 -5.549 0.665
C -4.523 -6.096 -0.657
S -2.658 -6.163 -0.520
O -2.167 -6.189 0.914
O -2.239 -7.456 -1.269
Cl -1.795 -4.563 -1.645
C -6.111 -2.745 -0.954
C -4.770 -2.733 -1.737
C -4.553 -3.249 -3.214
C -5.902 -3.848 -3.818
C -7.134 -3.812 -2.869
N -7.290 -3.297 -1.549
H 0.978 -0.554 1.696
H 2.430 0.168 0.760
H 1.372 1.294 1.803
H 0.498 -0.078 -0.994
H 1.265 2.853 -0.054
H 0.491 2.390 -1.707
H 2.242 1.742 -1.292
H -1.064 2.156 0.728
H -1.499 1.466 -0.923
H -1.703 0.120 2.040
H -0.436 -1.712 0.569
H -2.119 -2.254 1.077
H -1.774 -1.562 -0.686
H -3.797 1.288 1.260
H -3.492 0.802 -0.501
H -6.532 -0.734 2.833
H -5.327 0.634 2.607
H -4.817 2.867 2.320
H -4.324 5.401 1.718
H -6.275 6.927 0.476
H -8.677 5.746 -0.089
H -9.166 3.128 0.497
H -5.454 -2.615 2.689
H -6.682 -3.799 2.005
H -4.070 -4.503 2.243
H -3.788 -3.728 0.598
H -5.143 -6.384 1.467
H -6.368 -5.384 0.445
H -4.863 -7.175 -0.925
H -4.753 -5.465 -1.596
H -3.844 -2.306 -1.193
H -3.566 -3.201 -3.784
H -5.928 -4.283 -4.888
H -8.094 -4.288 -3.320
Br 2.779 4.139 -2.828
C 3.561 3.111 -4.288
C 2.546 2.842 -5.372
Br 1.316 1.421 -4.852
H 3.977 2.203 -3.850
H 4.374 3.732 -4.668
H 3.037 2.475 -6.276
H 1.939 3.713 -5.622
Br -9.859 -1.807 -4.547
C -8.918 -0.189 -5.093
C -7.752 -0.512 -5.994
Br -6.243 -1.207 -4.973
H -8.627 0.333 -4.180
H -9.661 0.406 -5.625
H -7.376 0.392 -6.476
H -7.988 -1.255 -6.758
Br 5.056 0.064 0.163
C 5.910 -0.750 1.716
C 5.173 -1.989 2.157
Br 3.545 -1.531 3.120
H 5.964 0.020 2.488
H 6.920 -1.000 1.387
H 5.771 -2.563 2.870
H 4.881 -2.638 1.330
Br 5.066 2.805 3.800
C 5.917 1.996 5.356
C 5.177 0.757 5.799
Br 3.543 1.210 6.763
H 5.973 2.769 6.124
H 6.927 1.744 5.027
H 5.773 0.184 6.511
H 4.886 0.109 4.970
Br 0.089 -9.501 -4.784
C 0.533 -7.608 -4.927
C 0.512 -6.936 -3.576
Br -1.317 -6.597 -2.980
H -0.168 -7.171 -5.638
H 1.538 -7.585 -5.353
H 0.979 -5.950 -3.631
H 0.997 -7.520 -2.793
Br -0.661 -4.654 -6.930
C 0.239 -5.096 -8.603
C -0.591 -6.039 -9.439
Br -0.498 -7.863 -8.754
H 1.218 -5.499 -8.341
H 0.369 -4.142 -9.116
H -0.198 -6.099 -10.455
H -1.646 -5.768 -9.477
Br 4.493 4.472 0.568
C 4.933 6.364 0.406
C 4.906 7.047 1.751
Br 3.075 7.386 2.335
H 4.234 6.793 -0.312
H 5.940 6.385 -0.016
H 5.370 8.034 1.691
H 5.388 6.470 2.540
Br -3.365 7.149 -3.682
C -2.535 6.333 -2.117
C -3.303 5.114 -1.664
Br -4.940 5.615 -0.699
H -2.465 7.109 -1.353
H -1.529 6.058 -2.441
H -2.718 4.536 -0.945
H -3.606 4.464 -2.487
Br 8.549 0.007 7.292
C 9.329 -1.017 5.828
C 8.314 -1.281 4.742
Br 7.081 -2.702 5.255
H 9.744 -1.927 6.263
H 10.143 -0.396 5.449
H 8.805 -1.646 3.837
H 7.707 -0.409 4.494
Br 8.585 5.834 10.426
C 7.143 4.667 9.827
C 7.666 3.553 8.955
Br 8.072 4.195 7.160
H 6.409 5.299 9.326
H 6.705 4.265 10.742
H 6.905 2.784 8.815
H 8.577 3.092 9.341
Br 8.155 5.441 -0.729
C 9.189 6.712 0.328
C 9.680 6.085 1.610
Br 8.249 5.951 2.927
H 8.554 7.584 0.488
H 10.030 6.993 -0.308
H 10.439 6.713 2.080
H 10.081 5.079 1.474
Br 6.611 -1.042 12.989
C 7.247 0.717 12.441
C 6.100 1.676 12.242
Br 5.180 1.336 10.555
H 7.851 0.573 11.544
H 7.890 1.053 13.257
H 6.465 2.702 12.163
H 5.347 1.622 13.030
Br -2.161 -7.161 -12.671
C -3.268 -5.625 -12.208
C -2.902 -4.418 -13.036
Br -1.256 -3.593 -12.393
H -3.156 -5.463 -11.135
H -4.292 -5.939 -12.419
H -3.663 -3.641 -12.941
H -2.752 -4.646 -14.091


Which of these has the highest total energy?
C54H67N3P2PdSbSi3